# 1
{"formula": "C3H10N3S2", "method": "wB97M-V/def2-TZVPD", "smiles": "C[C@H]([NH+]=C(N)N)SS", "lumo_energy_ev": -3.320, "e_above_lowest_kcal_mol": 21.2, "homo_lumo_gap_ev": 8.8, "e_tot_ev": -29407.2728, "charge": 1, "symbols": ["C", "C", "N", "C", "N", "N", "S", "S", "H", "H", "H", "H", "H", "H", "H", "H", "H", "H"], "coordinates": [[-1.1621, -1.8682, 0.2218], [-0.5586, -0.5033, -0.0907], [0.6236, -0.0975, 0.5698], [1.5470, 0.6855, -0.0394], [2.6284, 1.1657, 0.6382], [1.4805, 1.0482, -1.3006], [-1.8847, 1.0203, 0.5641], [-3.5689, 0.4800, -0.4276], [-0.9819, -2.3285, -0.7654], [-0.7354, -2.2799, 1.0697], [-2.2582, -1.7151, 0.4305], [-0.5000, -0.3063, -1.1805], [0.8238, -0.5381, 1.5502], [3.1827, 1.9508, 0.3059], [2.9759, 0.7770, 1.5317], [1.8208, 1.9442, -1.6903], [0.8979, 0.6592, -1.9496], [-4.3308, -0.0940, 0.5622]], "forces_ev_per_a": [[-1.1337, 2.2974, -2.3661], [-2.5770, 2.0552, 0.4016], [2.2630, -1.0469, 1.3738], [1.2524, 0.2659, 2.1389], [-0.1015, -0.5446, 1.1371], [0.9974, 2.3638, -0.5271], [1.1207, -1.5758, -0.8275], [-0.5587, -0.0286, 0.2878], [-0.4416, -1.0789, 1.0464], [1.0439, -1.2732, 1.3829], [1.0523, -0.4248, -0.5675], [-0.1666, -0.2043, 0.9295], [-0.3620, 1.4023, -2.5608], [-0.3264, -0.5476, -0.2890], [-0.8879, 0.4032, -0.8638], [0.3018, -0.8920, 1.0296], [-2.0858, -1.4203, -1.3842], [0.6097, 0.2491, -0.3416]]}

=====

# 2
{"formula": "C4H12N2O2S", "method": "wB97M-V/def2-TZVPD", "smiles": "N=S(=O)=O.C=C.C=C.N", "lumo_energy_ev": -0.438, "e_above_lowest_kcal_mol": 117.6, "homo_lumo_gap_ev": 9.4, "e_tot_ev": -22248.6774, "symbols": ["N", "S", "O", "O", "H", "C", "C", "H", "H", "H", "H", "C", "C", "H", "H", "H", "H", "N", "H", "H", "H"], "coordinates": [[-1.4186, 3.8961, -0.4018], [-0.2251, 3.8565, -1.3033], [0.3054, 2.5965, -1.7274], [0.4152, 5.0952, -1.6741], [-1.8220, 4.8934, -0.2177], [-0.3509, -3.1722, 1.0426], [-0.7264, -2.1914, 0.1951], [-1.0624, -3.9907, 1.1321], [0.6267, -3.1156, 1.4867], [-1.5959, -2.1745, -0.4681], [-0.2374, -1.2563, -0.0249], [3.2232, 3.1119, 2.1660], [2.5905, 2.4248, 1.2146], [2.7795, 3.5173, 3.0289], [4.2310, 3.5874, 2.0854], [3.0851, 2.1327, 0.3006], [1.6663, 2.0199, 1.4128], [-2.9781, 0.0249, -2.7373], [-2.2454, -0.4717, -3.3282], [-2.4437, 0.9252, -2.5459], [-3.7651, 0.2444, -3.3447]], "forces_ev_per_a": [[-1.1470, 1.2328, 0.2123], [0.4533, 1.4715, 0.1987], [-0.5013, 0.5802, 0.3295], [-0.1667, -1.0349, -0.1522], [1.3891, -2.2657, -0.5717], [-1.0948, 1.5207, -1.9384], [-0.2129, -0.2916, -0.1329], [0.6571, -0.1945, 0.3134], [-0.0701, -0.2684, 0.5735], [-0.3100, -0.7228, 0.7028], [1.0132, -0.0163, 0.4694], [1.2763, 1.1063, -1.3556], [2.5451, 0.6837, 0.5796], [-1.0468, -0.2453, 1.1633], [-0.6784, -0.8811, -0.5292], [0.0426, 0.0214, -0.1009], [-2.1844, -0.6815, 0.2102], [2.5903, 0.6600, -0.6126], [-1.5333, 0.5042, 0.7967], [-1.3065, -1.2485, -0.1667], [0.2852, 0.0701, 0.0108]]}

=====

# 3
{"formula": "C11H18N3S", "method": "wB97M-V/def2-TZVPD", "smiles": "CCS[C@H]1Nc2ccccc2N1[NH+](C)C", "lumo_energy_ev": -2.600, "e_above_lowest_kcal_mol": 71.0, "homo_lumo_gap_ev": 8.8, "e_tot_ev": -26994.5271, "charge": 1, "symbols": ["C", "C", "S", "C", "N", "C", "C", "C", "C", "C", "C", "N", "N", "C", "C", "H", "H", "H", "H", "H", "H", "H", "H", "H", "H", "H", "H", "H", "H", "H", "H", "H", "H"], "coordinates": [[4.0464, -1.6562, -1.0383], [3.1488, -1.9323, 0.1896], [2.0926, -0.4869, 0.7314], [0.6004, -0.6199, -0.2875], [-0.3080, -1.6488, 0.1285], [-1.6212, -1.1639, -0.0613], [-2.7895, -1.8124, 0.0649], [-4.0009, -1.1056, -0.0249], [-4.0277, 0.2396, -0.1015], [-2.7804, 0.9415, -0.2312], [-1.5873, 0.2500, -0.3821], [-0.2422, 0.7056, -0.5513], [-0.0823, 1.9176, 0.1813], [-0.0761, 1.8487, 1.6463], [0.9978, 2.7603, -0.3515], [5.0314, -1.5104, -0.7551], [4.0820, -2.6709, -1.6440], [3.7373, -0.9157, -1.7077], [3.6925, -2.1771, 1.0712], [2.3016, -2.5925, -0.0615], [0.7615, -0.6598, -1.3614], [-0.0901, -2.4182, 0.7499], [-2.7239, -2.8949, 0.0680], [-4.8544, -1.7796, -0.0753], [-4.9067, 0.6955, -0.2865], [-2.9030, 1.9043, -0.5285], [-0.8134, 2.5206, -0.2041], [0.7394, 1.1131, 1.9850], [0.0383, 2.7427, 2.1230], [-1.1367, 1.4286, 1.9926], [1.8853, 2.2042, -0.2080], [0.7578, 3.0110, -1.3204], [1.0306, 3.7618, 0.2505]], "forces_ev_per_a": [[-1.2618, -4.2550, -0.2258], [-1.8323, 1.3802, -1.9403], [0.4109, 0.5540, 0.1023], [0.3037, 0.1254, -0.7918], [-1.0964, 0.9946, -0.6798], [1.9576, 2.0128, -0.1550], [-0.5905, -0.8322, -0.4213], [0.3414, -2.4431, 0.2440], [3.7814, -0.5671, -0.0850], [-0.3713, -2.8851, -0.6705], [-1.2810, -1.9003, 1.5791], [-0.7891, -0.6972, 0.6830], [-0.0972, 1.8588, -0.1047], [-2.1113, -4.9701, 1.0944], [1.0815, 1.7041, 2.9969], [1.9099, 0.6272, 0.6436], [-0.0924, 1.9690, 1.0270], [-0.7303, 1.2012, -0.7794], [0.1970, -0.5377, 0.5796], [1.0190, -0.5302, 0.2914], [1.0471, -1.0412, 0.0019], [0.0795, 0.5973, 0.0402], [-0.4579, 0.0026, 0.3952], [-0.3048, 0.7153, 0.1363], [-2.6806, 1.8706, -0.2058], [0.0492, 3.1000, -0.4876], [-1.0615, -0.6545, 0.8789], [-1.2865, 1.2113, -0.6163], [0.4806, 2.6470, 0.7597], [2.3745, 0.6964, -0.8093], [1.2372, -0.1578, -0.2545], [-0.1619, 0.1901, -2.3311], [-0.0636, -1.9863, -0.8951]]}